1.
C2H6N4S | ωB97M-V/def2-TZVPD

Structure (XYZ):
```
13
C2H6N4S ωB97M-V/def2-TZVPD
S 1.946 -1.758 -0.104
N 0.073 1.374 -1.316
N 0.013 1.912 0.090
N 0.521 -0.643 -0.028
N -1.585 -0.241 0.649
C 0.350 0.155 -1.288
C -0.547 -0.988 0.526
H -0.298 2.923 -0.001
H -0.360 -1.864 1.076
H -2.284 -0.733 1.245
H 0.291 -0.353 -2.307
H 2.766 -1.302 1.044
H -0.886 1.517 0.414
```

SMILES string ... [H]/N=C/N(S)/C=N\N
Net charge ... 0
HOMO ... -9.408 eV
Gap between HOMO and LUMO ... 9.664 eV
Energy above the lowest of the compared OMol25 structures with the same formula, charge and spin ... 83.3 kcal/mol



2.
C2H8NO6 | ωB97M-V/def2-TZVPD

Structure (XYZ):
```
17
C2H8NO6 ωB97M-V/def2-TZVPD
O -2.863 -0.356 0.538
O 2.247 1.025 -1.816
O 1.144 -0.596 2.448
O -0.437 -0.458 -1.497
O -1.359 2.016 -0.678
O 0.650 0.928 0.917
N 0.542 -1.427 0.291
C -0.173 -1.463 -0.869
C 0.742 -0.232 1.344
H 2.410 0.969 -0.895
H -0.487 1.652 -0.256
H -1.241 1.651 -1.544
H -2.657 0.452 -0.134
H -2.015 -0.627 0.909
H 0.585 -2.256 0.823
H -0.559 -2.430 -1.253
H 1.696 0.283 -1.845
```

Net charge ... -1
HOMO ... -5.958 eV
Gap between HOMO and LUMO ... 9.520 eV



3.
C18H14ClN4O2OsSe | ωB97M-V/def2-TZVPD

Structure (XYZ):
```
41
C18H14ClN4O2OsSe ωB97M-V/def2-TZVPD
Os 1.501 0.123 -1.870
Se -0.389 2.099 1.293
Cl 0.644 7.520 -0.178
O 2.311 1.707 -1.133
O -0.136 1.107 -2.303
N 0.311 3.770 0.727
N 2.917 -1.210 -1.668
N 5.123 -4.646 -2.039
N -0.784 3.058 -1.374
C -0.849 2.173 -2.330
C 0.266 2.887 -0.357
C 4.895 -2.424 -1.191
C -0.263 5.086 0.541
C 1.672 2.830 -0.890
C 0.822 5.861 -0.184
C -1.792 4.095 -1.190
C 4.408 -3.551 -1.925
C 2.357 4.026 -1.092
C 3.113 -3.444 -2.531
C -3.938 5.028 -1.675
C -2.999 4.030 -1.873
C 4.152 -1.300 -1.080
C -1.544 5.096 -0.260
C -2.511 6.070 -0.052
C 2.439 -2.288 -2.375
C 1.942 5.342 -0.843
C -3.696 6.051 -0.767
H 5.867 -2.464 -0.717
H 1.437 -2.173 -2.821
H 2.687 -4.261 -3.097
H -2.339 6.842 0.689
H 4.487 -0.431 -0.533
H 4.792 -5.448 -2.556
H -3.250 3.214 -2.537
H -4.875 4.987 -2.214
H -0.428 5.549 1.515
H 6.037 -4.730 -1.616
H -1.545 2.299 -3.151
H -4.443 6.815 -0.597
H 2.620 6.101 -1.219
H 3.334 3.923 -1.552
```

Net charge ... +3
Spin multiplicity ... 5
HOMO (spin up / spin down) ... -17.505 / -17.468 eV
Gap between HOMO and LUMO (spin up / spin down) ... 6.478 / 5.335 eV
Energy above the lowest of the compared OMol25 structures with the same formula, charge and spin ... 35.8 kcal/mol



4.
C35H44NO6RhSe | ωB97M-V/def2-TZVPD

Structure (XYZ):
```
88
C35H44NO6RhSe ωB97M-V/def2-TZVPD
Rh -2.923 -1.908 1.091
Se -1.610 -0.087 2.183
O -4.379 1.126 -1.419
O -1.053 -2.136 0.052
O -2.219 0.266 -1.034
O -3.988 -0.062 0.450
O -3.355 -3.997 1.047
O -3.530 -5.740 -0.361
N -3.826 -2.290 -0.820
C 1.772 4.902 0.723
C -1.622 1.349 -0.465
C -0.598 3.517 -0.570
C 3.549 -1.494 3.214
C -1.788 1.432 -3.578
C -1.202 2.455 -1.238
C -3.934 -1.437 -2.998
C 0.153 2.910 -3.284
C -3.684 0.068 -0.829
C 0.618 4.584 2.899
C 0.262 -3.840 -1.726
C -3.751 -3.815 -2.599
C -3.876 -2.742 -3.476
C -1.311 1.357 0.906
C 3.913 -2.869 3.799
C 1.739 -5.060 -0.160
C 4.686 -0.982 2.315
C -3.520 -4.549 -0.111
C 0.011 -1.983 0.720
C 2.296 -2.499 1.270
C 1.235 -2.693 0.413
C 1.436 -3.673 -0.752
C -0.677 2.431 1.519
C 3.363 -0.509 4.371
C 2.289 -1.636 2.376
C -1.270 2.624 -2.772
C -3.734 -3.542 -1.245
C -0.440 6.016 1.162
C -0.318 3.547 0.789
C -3.872 -1.246 -1.626
C 0.022 -1.076 1.844
C 2.640 -3.183 -1.579
C -2.184 3.819 -3.091
C 1.119 -0.916 2.644
C 0.398 4.751 1.394
H 1.681 5.098 -0.346
H 0.894 -5.405 0.438
H 3.545 -3.088 -0.979
H 1.899 -5.777 -0.966
H 2.574 -0.837 5.049
H 3.125 0.493 4.007
H -1.818 4.745 -2.645
H -4.803 1.581 -0.684
H -0.566 6.224 0.099
H -1.430 5.900 1.607
H -2.242 3.962 -4.172
H 4.120 -3.598 3.016
H 4.801 -2.786 4.428
H 3.091 -3.249 4.408
H -3.905 -2.918 -4.544
H -0.479 2.362 2.580
H 0.578 3.819 -2.857
H 2.420 -2.210 -2.022
H 2.323 5.732 1.172
H -0.600 -4.294 -1.240
H 1.121 5.468 3.294
H 1.061 -0.219 3.468
H 0.045 6.881 1.619
H 0.816 2.077 -3.042
H 0.579 -4.504 -2.533
H -0.047 -2.893 -2.162
H 5.585 -0.812 2.910
H -1.221 0.526 -3.375
H -4.020 -0.591 -3.662
H 4.290 -0.445 4.941
H 4.932 -1.696 1.528
H -3.659 -4.837 -2.939
H 2.840 -3.891 -2.384
H 2.629 -5.052 0.472
H 2.358 3.990 0.851
H 4.403 -0.040 1.842
H -0.331 4.472 3.428
H -2.834 1.257 -3.357
H 0.135 3.029 -4.369
H 1.247 3.717 3.111
H -0.302 4.378 -1.155
H -1.694 1.668 -4.642
H -3.190 3.628 -2.715
H 3.206 -3.051 1.072
```

Net charge ... 0
Spin multiplicity ... 5
HOMO (spin up / spin down) ... -7.817 / -8.704 eV
Gap between HOMO and LUMO (spin up / spin down) ... 7.990 / 6.029 eV
Energy above the lowest of the compared OMol25 structures with the same formula, charge and spin ... 32.1 kcal/mol



5.
C26H60BN3O7 | ωB97M-V/def2-TZVPD

Structure (XYZ):
```
97
C26H60BN3O7 ωB97M-V/def2-TZVPD
O -4.551 4.930 -3.141
O -10.413 4.741 -3.554
O -6.330 5.029 -5.107
O -7.529 4.845 -7.037
O -9.005 4.833 -1.594
O -1.729 2.894 -4.057
O -8.391 5.844 -5.198
N 6.097 0.839 5.251
N 1.535 -6.389 -1.179
N 0.600 0.002 0.436
C 5.212 -0.268 4.933
C 0.623 -5.307 0.958
C -3.848 3.697 -3.060
C -0.005 -4.663 -2.280
C 0.841 -1.215 1.193
C 1.092 -1.073 -1.741
C 6.182 1.187 6.657
C -7.432 5.206 -5.899
C -8.078 5.756 -3.795
C -2.652 0.660 -3.617
C 1.788 -5.922 0.172
C -1.639 1.753 -3.216
C 4.792 2.904 4.485
C 0.592 -8.183 -2.605
C 0.601 -7.497 -1.247
C 6.585 0.012 7.536
C 2.286 -1.531 1.601
C 1.360 -5.358 -2.187
C -5.871 4.879 -2.677
C 0.576 1.238 1.197
C 3.741 -0.152 5.350
C -6.886 4.766 -3.824
C -2.411 3.989 -3.493
C 1.914 1.776 1.719
C 1.325 0.109 -0.815
C 6.021 1.993 4.373
B -9.230 5.072 -2.944
H 2.610 -5.203 0.131
H 2.411 0.235 -0.673
H -0.158 -3.952 -1.468
H -3.875 3.335 -2.025
H 0.212 -1.184 2.086
H 2.358 -2.572 1.924
H -1.725 2.012 -2.157
H 1.585 -5.796 -3.162
H -6.018 4.021 -2.011
H -3.323 0.425 -2.788
H 0.458 -2.054 0.607
H 2.293 1.188 2.554
H -10.624 3.803 -3.518
H 4.580 3.181 5.518
H 6.762 0.357 8.555
H 0.907 -8.225 -0.491
H 3.258 -1.129 5.284
H 3.632 0.196 6.378
H -6.081 5.774 -2.085
H -3.280 1.051 -4.419
H -1.859 4.403 -2.639
H 5.246 1.617 7.049
H 5.626 -1.172 5.386
H -7.733 6.729 -3.431
H 4.965 3.827 3.928
H -8.653 3.954 -1.415
H -2.154 -0.245 -3.956
H 0.905 -5.200 2.007
H 7.502 -0.448 7.166
H 0.025 -1.242 -1.896
H 6.914 2.599 4.558
H -0.023 -9.082 -2.560
H 2.138 -4.607 -2.028
H 0.179 -7.544 -3.386
H 1.602 -8.473 -2.896
H 2.984 -1.397 0.773
H 6.941 1.968 6.751
H 0.122 2.004 0.559
H 2.676 1.800 0.940
H -7.303 3.746 -3.862
H 0.979 1.014 -1.324
H 6.113 1.641 3.342
H -0.431 -7.203 -0.992
H -0.066 -4.104 -3.215
H -0.269 -5.933 0.921
H 2.615 -0.912 2.434
H 0.360 -4.315 0.592
H 5.810 -0.753 7.582
H -2.460 4.763 -4.260
H 1.549 -0.875 -2.712
H 2.171 -6.776 0.741
H 3.903 2.437 4.064
H 1.534 -1.995 -1.360
H -0.642 1.331 -3.371
H -4.310 2.964 -3.731
H 5.269 -0.441 3.855
H 1.784 2.799 2.080
H -0.832 -5.375 -2.272
H -0.111 1.109 2.037
H 3.186 0.527 4.704
```

SMILES string ... CCOCCOC[C@@H]1OC(=O)O[C@H]1B(O)O.CCN(CC)CC.CCN(CC)CC.CCN(CC)CC
Net charge ... 0
HOMO ... -8.198 eV
Gap between HOMO and LUMO ... 8.054 eV



6.
C27H24F3O7S2V | ωB97M-V/def2-TZVPD

Structure (XYZ):
```
64
C27H24F3O7S2V ωB97M-V/def2-TZVPD
V 0.992 -0.925 0.110
S -2.805 0.171 -1.221
S 1.449 -3.487 -0.562
F 0.311 -3.468 1.841
F 2.457 -3.729 1.879
F 1.185 -5.378 1.302
O 1.712 -4.687 -1.293
O 0.166 -2.827 -0.801
O -2.835 -0.942 -0.212
O 1.423 1.042 3.660
O 2.501 -2.472 -0.529
O -0.677 -0.026 1.034
O 1.768 0.195 1.613
C -2.621 -2.128 5.056
C 0.274 3.404 -6.042
C 0.482 1.212 -5.070
C -3.668 -0.996 -3.503
C -4.658 0.132 -3.224
C 0.535 3.155 -3.660
C -0.580 -0.997 4.448
C 0.717 0.910 -2.645
C 1.345 -4.058 1.214
C -0.500 0.487 2.360
C -1.208 -0.427 3.349
C -1.398 2.499 3.609
C 0.326 2.024 -6.182
C -1.050 1.905 2.401
C 0.826 0.165 -1.683
C -2.554 -0.710 3.119
C 1.048 0.573 2.598
C -2.376 -0.550 -2.839
C 0.381 3.962 -4.775
C -3.255 -1.558 3.960
C 0.589 1.762 -3.785
C -1.627 3.945 1.259
C -1.286 -1.843 5.295
C -4.560 0.394 -1.727
C -1.865 3.803 3.639
C -1.158 2.640 1.225
C -1.986 4.531 2.464
H -4.359 1.023 -3.782
H 0.531 0.136 -5.176
H -2.134 4.254 4.586
H -4.909 1.375 -1.411
H 0.458 -0.768 4.646
H -0.782 -2.284 6.145
H 0.249 1.576 -7.165
H -3.065 -0.270 2.272
H 0.154 4.039 -6.911
H -1.293 1.937 4.527
H 0.343 5.038 -4.656
H -5.072 -0.376 -1.148
H -1.704 4.510 0.338
H -1.872 0.240 -3.397
H -3.527 -1.172 -4.571
H -1.501 -0.550 0.884
H -0.868 2.187 0.285
H -5.681 -0.112 -3.517
H -4.021 -1.926 -3.051
H -4.295 -1.773 3.757
H -2.353 5.549 2.488
H -3.165 -2.792 5.716
H 0.619 3.589 -2.672
H -1.646 -1.330 -2.625
```

Net charge ... -1
Spin multiplicity ... 4
HOMO (spin up / spin down) ... -4.312 / -5.605 eV
Gap between HOMO and LUMO (spin up / spin down) ... 6.474 / 7.766 eV
Energy above the lowest of the compared OMol25 structures with the same formula, charge and spin ... 11.0 kcal/mol



7.
C7H7NO | ωB97M-V/def2-TZVPD

Structure (XYZ):
```
16
C7H7NO ωB97M-V/def2-TZVPD
O -2.726 -1.156 0.150
N 0.498 0.463 -0.174
C 0.120 1.807 -0.090
C -0.403 -0.586 -0.190
C 1.679 -1.408 0.069
C 1.748 -0.034 -0.030
C 0.331 -1.763 -0.002
C -1.775 -0.395 -0.405
C -1.105 2.180 0.210
H -1.473 3.186 0.225
H -0.069 -2.759 -0.009
H -2.342 -1.741 0.821
H 2.512 -2.073 0.179
H -2.142 0.376 -1.063
H 2.611 0.600 0.022
H 0.988 2.467 -0.136
```

Net charge ... 0
Spin multiplicity ... 3
HOMO (spin up / spin down) ... -6.037 / -8.606 eV
Gap between HOMO and LUMO (spin up / spin down) ... 6.954 / 7.637 eV
Energy above the lowest of the compared OMol25 structures with the same formula, charge and spin ... 0.0 kcal/mol



8.
C4H9NO2 | ωB97M-V/def2-TZVPD

Structure (XYZ):
```
16
C4H9NO2 ωB97M-V/def2-TZVPD
O 3.780 -0.308 -1.322
O -1.396 -0.091 0.689
N 1.279 -0.016 0.595
C -0.873 0.530 -0.452
C -2.676 0.366 1.045
C 0.629 0.416 -0.402
C 3.168 -1.187 -0.768
H -1.254 0.061 -1.375
H -3.403 0.210 0.235
H 1.183 0.716 -1.298
H -2.654 1.435 1.303
H -2.987 -0.209 1.919
H 2.292 -1.675 -1.239
H 3.441 -1.581 0.227
H -1.148 1.597 -0.494
H 0.620 -0.264 1.338
```

SMILES string ... [H]/N=C\COC.C=O
Net charge ... 0
HOMO ... -9.539 eV
Gap between HOMO and LUMO ... 10.353 eV
Energy above the lowest of the compared OMol25 structures with the same formula, charge and spin ... 71.7 kcal/mol



9.
C4H15NO2 | ωB97M-V/def2-TZVPD

Structure (XYZ):
```
22
C4H15NO2 ωB97M-V/def2-TZVPD
O -1.899 0.129 -1.138
O -3.226 -2.518 0.038
N 0.996 -0.758 -1.015
C 1.705 -0.649 0.289
C -0.050 1.590 1.255
C 2.229 0.764 0.519
C 1.179 1.865 0.384
H -0.680 0.805 0.852
H -3.564 -1.753 -0.450
H 1.633 2.808 0.708
H 1.086 -0.981 1.120
H 3.003 0.937 -0.226
H 2.716 0.835 1.502
H 0.249 1.317 2.270
H -2.369 0.215 -1.976
H 2.575 -1.308 0.241
H 1.638 -0.354 -1.693
H -0.702 2.466 1.307
H -2.326 -2.238 0.232
H 0.865 1.905 -0.659
H 0.993 -1.757 -1.207
H -1.199 -0.516 -1.347
```

SMILES string ... CCCCN.O.O
Net charge ... 0
HOMO ... -10.006 eV
Gap between HOMO and LUMO ... 10.663 eV
Energy above the lowest of the compared OMol25 structures with the same formula, charge and spin ... 15.5 kcal/mol



10.
C3H7N3OS | ωB97M-V/def2-TZVPD

Structure (XYZ):
```
15
C3H7N3OS ωB97M-V/def2-TZVPD
S -0.571 2.985 0.680
O -2.177 0.988 0.075
N 1.100 -1.414 -0.793
N 1.411 0.651 0.784
N -1.278 -1.074 -0.956
C 0.028 0.255 0.606
C -0.090 -0.797 -0.516
C -0.991 1.399 0.416
H 1.900 -1.107 -0.260
H -1.285 -1.792 -1.668
H 1.608 1.466 0.200
H 1.549 0.897 1.752
H -2.052 0.049 -0.400
H 1.159 -2.221 -1.445
H -0.309 -0.286 1.524
```

SMILES string ... [H]/N=C(\N)[C@@H](N)C(O)=S
Net charge ... 0
HOMO ... -8.382 eV
Gap between HOMO and LUMO ... 8.872 eV
Energy above the lowest of the compared OMol25 structures with the same formula, charge and spin ... 9.9 kcal/mol



11.
C43H45NO8 | ωB97M-V/def2-TZVPD

Structure (XYZ):
```
97
C43H45NO8 ωB97M-V/def2-TZVPD
O 0.757 -4.231 4.314
O 2.302 -3.143 2.708
O -2.415 -4.350 0.741
O 3.239 5.023 0.610
O -5.014 -6.405 -2.729
O -3.371 -3.467 2.784
O 7.269 1.526 0.803
O -1.420 -4.910 -6.384
N -1.146 -2.434 1.831
C 4.789 0.666 1.763
C -1.809 7.174 4.274
C -0.625 5.612 0.668
C -2.321 -6.513 -1.986
C 2.497 1.245 2.264
C -3.684 -5.283 -5.879
C -4.186 -6.091 -3.577
C -0.959 -6.563 -1.687
C 1.796 -2.091 5.231
C 5.472 4.554 0.055
C -2.615 2.046 0.137
C -5.978 -5.743 -5.267
C 5.657 5.799 -0.560
C -2.291 -3.451 1.743
C -0.684 6.495 3.284
C -1.165 6.777 1.712
C -2.745 -6.107 -3.259
C 3.957 2.871 1.219
C -1.832 4.696 0.018
C -6.398 -5.358 -6.541
C -2.567 1.053 1.449
C -1.476 -1.389 0.785
C -2.855 -0.546 1.059
C -0.439 -5.793 -3.919
C 7.966 5.239 -1.007
C -4.109 -4.880 -7.152
C 6.903 6.137 -1.093
C -0.018 -6.211 -2.655
C 4.155 4.211 0.629
C 0.069 -3.242 1.327
C 1.600 -3.207 4.002
C -4.619 -5.699 -4.933
C -1.806 -5.736 -4.220
C -2.242 -5.280 -5.555
C 5.002 1.949 1.244
C 6.336 2.318 0.730
C 1.492 -2.498 1.663
C 2.704 2.522 1.741
C -1.367 3.123 0.169
C 6.530 3.649 0.123
C -5.465 -4.918 -7.480
C 7.782 3.996 -0.400
C 3.536 0.314 2.266
H -3.385 -4.540 -7.892
H -0.003 6.110 -0.217
H -2.826 4.961 0.577
H -3.532 -0.959 1.919
H -3.050 -6.794 -1.227
H -3.606 2.675 0.101
H -7.453 -5.400 -6.800
H 1.523 0.974 2.664
H -1.581 -1.942 -0.265
H 7.043 7.103 -1.575
H -3.592 -4.448 2.964
H -3.516 -0.533 0.067
H -0.489 5.363 3.508
H -6.713 -6.081 -4.538
H -1.935 5.004 -1.106
H -5.793 -4.609 -8.470
H 3.371 -0.685 2.662
H -0.611 2.815 -0.690
H 2.713 -2.510 5.866
H -2.597 6.362 4.636
H 0.169 4.971 1.284
H 1.995 -1.007 4.835
H 1.293 -1.347 1.839
H 0.001 -3.391 0.154
H -2.321 8.040 3.658
H 8.938 5.505 -1.416
H 0.331 7.081 3.492
H 0.840 -2.173 5.931
H 5.597 -0.064 1.773
H 0.091 -4.340 1.790
H -0.632 -6.882 -0.700
H -0.582 -0.634 0.754
H -2.541 1.358 -0.829
H 1.887 3.242 1.737
H -3.431 1.385 2.182
H 8.616 3.298 -0.341
H -2.335 6.846 1.743
H 1.044 -6.260 -2.424
H -1.366 7.647 5.258
H 2.138 -2.554 0.661
H -0.829 3.031 1.210
H 0.302 -5.517 -4.668
H -0.647 7.782 1.395
H 4.833 6.508 -0.628
H -1.549 1.157 2.059
```

SMILES string ... CCCCCCCCCCN(CCOC(C)=O)C(=O)O.O=C1c2ccccc2C(=O)c2ccccc21.O=C1c2ccccc2C(=O)c2ccccc21
Net charge ... 0
HOMO ... -9.605 eV
Gap between HOMO and LUMO ... 8.377 eV